Record 1
Computed, not measured: an isolated molecule of C20H27N2O3PS at a distorted geometry, with ωB97M-V/def2-TZVPD.

Properties
Calculated total energy   -50403.3000 eV
SMILES   CCCNc1cc([PH2]=O)c2c(c1)N(COCCOCC)c1ccccc1S2
HOMO-LUMO gap   7.11 eV
E_HOMO   -0.277 Ha

Geometry as ORCA input:
```
! RIJCOSX wB97M-V def2-TZVPD def2/J DEFGRID3
* xyz 0 1
C 5.9287 -1.2854 0.3181
C 6.0977 -0.7357 -1.2189
C 5.0852 0.5238 -1.6000
N 3.6958 -0.0117 -1.8252
C 2.6562 0.5689 -0.8997
C 2.8698 1.0827 0.6404
C 1.6687 1.6938 1.5931
P 2.0007 2.3332 3.3692
O 1.5430 1.2164 4.3935
C 0.1558 1.7189 0.8999
C -0.1888 1.2340 -0.6244
C 1.1103 0.6713 -1.5160
N -1.5083 1.2647 -1.3352
C -2.1613 -0.0836 -1.4955
O -1.4221 -1.2229 -0.9360
C -1.7022 -2.4191 -1.7985
C -1.4689 -3.7362 -0.7997
O -1.6510 -3.2354 0.5723
C -2.7768 -3.9127 1.2596
C -3.0974 -3.0485 2.6311
C -2.5361 2.1765 -0.7328
C -3.8258 2.5741 -1.7228
C -5.0863 3.5126 -1.2591
C -5.1270 4.1293 0.2802
C -3.8630 3.7593 1.2590
C -2.5908 2.7956 0.7784
S -1.2226 2.4123 1.9986
H 5.0516 -2.0807 0.4325
H 6.9208 -1.8658 0.6266
H 5.7659 -0.3875 1.0517
H 5.8832 -1.6724 -1.9273
H 7.2240 -0.4522 -1.4118
H 5.4703 0.9141 -2.6604
H 5.1719 1.4377 -0.8771
H 3.7438 -1.0442 -1.5744
H 3.9716 1.0301 1.0816
H 1.2616 3.5788 3.6166
H 3.4055 2.6924 3.5992
H 0.9188 0.3291 -2.6211
H -3.2075 -0.0327 -0.9240
H -2.4436 -0.2058 -2.6468
H -0.9869 -2.4599 -2.7465
H -2.7995 -2.4130 -2.2374
H -0.3484 -4.0742 -1.0074
H -2.2068 -4.6182 -1.0204
H -2.4485 -5.0287 1.5153
H -3.6966 -3.8766 0.5165
H -2.3688 -3.4793 3.4663
H -2.8480 -1.9042 2.5402
H -4.2328 -3.1772 2.9155
H -3.8595 2.1277 -2.8295
H -5.9656 3.7007 -2.0288
H -6.0588 4.7812 0.5577
H -3.9014 4.2047 2.3636
*
```


Record 2
Computed, not measured: a structure of composition C47H38I2N2S2SbSe4Y at a distorted geometry, with ωB97M-V/def2-TZVPD.

Properties
Calculated total energy   -359177.7616 eV
Energy relative to the best compared isomer or geometry (same formula, charge and spin)   31.2 kcal per mole
HOMO-LUMO gap   5.24 eV
E_HOMO   -0.066 Ha

Geometry as ORCA input:
```
! RIJCOSX wB97M-V def2-TZVPD def2/J DEFGRID3
* xyz -2 1
Y -0.2605 -0.2592 0.9141
Se -2.9099 -1.0816 2.5243
Se -2.8008 -3.3209 1.8837
Se -1.5774 -3.2178 -0.0952
Se 0.6526 -3.0809 0.5675
C 1.7511 -2.3244 4.5750
C 0.8421 -1.8920 5.5347
C 0.0922 -0.7607 5.2952
C 0.2425 -0.0887 4.0827
N 1.0658 -0.5515 3.1263
C 1.8163 -1.6281 3.3874
C -0.4629 1.1751 3.7791
C -0.7469 2.0565 4.8230
C -1.3363 3.2844 4.5701
C -1.6369 3.6231 3.2573
C -1.3333 2.7359 2.2310
C -0.7527 1.4788 2.4368
H 2.3724 -3.1961 4.7323
H 0.7206 -2.4440 6.4604
H -0.6380 -0.4132 6.0129
H 2.4954 -1.9313 2.6022
H -0.4710 1.7983 5.8422
H -1.5336 3.9740 5.3836
H -2.0874 4.5864 3.0295
H -1.5437 3.0546 1.2202
I 2.1693 2.0755 0.8861
I 3.2055 4.4594 2.6750
S -0.3625 -1.4661 -2.8027
C -1.7120 -1.1399 -3.6613
N -1.8080 -0.2507 -4.6835
C -3.1474 0.2620 -4.9373
C -4.0729 -0.9262 -4.7231
S -3.2825 -1.8908 -3.3922
H -0.9984 0.3417 -4.8200
H -3.2199 0.6633 -5.9477
H -3.3958 1.0602 -4.2362
H -4.1439 -1.5580 -5.6081
H -5.0674 -0.6241 -4.4035
C 1.5542 0.3784 -0.3734
C 2.3199 -0.0421 -1.3101
C 3.1301 -0.5631 -2.2438
C 2.8747 -0.2668 -3.6695
C 3.1172 -1.2042 -4.6822
C 2.7454 -0.9567 -5.9993
C 2.1021 0.2250 -6.3478
C 1.8646 1.1726 -5.3560
C 2.2697 0.9345 -4.0499
C 4.2420 -1.4515 -1.8079
C 5.4416 -1.5273 -2.5290
C 6.5202 -2.2715 -2.0627
C 6.4339 -2.9653 -0.8626
C 5.2492 -2.9002 -0.1358
C 4.1722 -2.1594 -0.6025
H 3.5656 -2.1558 -4.4207
H 2.9391 -1.7071 -6.7579
H 1.7903 0.4028 -7.3704
H 1.3707 2.1047 -5.6076
H 2.1279 1.6906 -3.2902
H 5.5393 -0.9673 -3.4515
H 7.4401 -2.2969 -2.6387
H 7.2765 -3.5387 -0.4933
H 5.1581 -3.4337 0.8050
H 3.2488 -2.1287 -0.0407
C -2.6176 5.0886 -5.8956
C -1.2455 4.8948 -5.7821
C -0.7341 4.1069 -4.7571
C -1.5725 3.5088 -3.8058
C -2.9501 3.7015 -3.9478
C -3.4692 4.4807 -4.9819
Sb -0.6291 2.3360 -2.1965
C 0.3362 4.1509 -1.5559
C 1.5564 4.4171 -2.1792
C 2.3127 5.5257 -1.8152
C 1.8618 6.3770 -0.8165
C 0.6473 6.1230 -0.1937
C -0.1126 5.0184 -0.5616
C -2.4751 2.2205 -1.1091
C -3.2463 3.3204 -0.7063
C -4.4526 3.1253 -0.0533
C -4.9281 1.8333 0.1741
C -4.1987 0.7396 -0.2569
C -2.9681 0.9360 -0.8827
H -3.0213 5.7027 -6.6935
H -0.5709 5.3621 -6.4922
H 0.3414 3.9691 -4.6847
H -3.6342 3.2569 -3.2346
H -4.5428 4.6148 -5.0658
H 1.9488 3.7418 -2.9323
H 3.2706 5.7025 -2.2942
H 2.4717 7.2143 -0.4977
H 0.3022 6.7673 0.6070
H -1.0363 4.8240 -0.0286
H -2.9082 4.3273 -0.9209
H -5.0191 3.9857 0.2901
H -5.8683 1.6789 0.6897
H -4.5645 -0.2646 -0.0963
H -2.4194 0.0620 -1.2373
*
```